<a>
{
  "formula": "C3H8S",
  "method": "the ωB97M-V functional and the def2-TZVPD basis",
  "lumo_ev": [-4.28, -9.37],
  "homo_energy_ev": [-14.25, -14.13],
  "total_charge": 1,
  "multiplicity": 2,
  "s_squared": 0.753,
  "homo_lumo_gap_ev": [9.96, 4.76],
  "symbols": ["C", "S", "H", "H", "H", "H", "C", "C", "H", "H", "H", "H"],
  "xyz": [[-1.61, -0.14, -0.60], [-2.15, -0.79, 0.99], [-2.20, 0.67, -1.01], [-1.56, -0.96, -1.27], [-0.56, 0.31, -0.46], [-1.63, 0.26, 1.53], [1.72, -0.50, 0.11], [1.53, 0.80, 0.18], [2.11, -1.05, -0.94], [1.55, -1.28, 0.87], [1.44, 1.53, -0.59], [1.37, 1.14, 1.19]]
}

***

<b>
{
  "formula": "C3H8S",
  "method": "the ωB97M-V functional and the def2-TZVPD basis",
  "lumo_ev": [-4.58, -9.66],
  "homo_energy_ev": [-13.12, -13.11],
  "total_charge": 1,
  "multiplicity": 2,
  "s_squared": 0.753,
  "homo_lumo_gap_ev": [8.53, 3.46],
  "symbols": ["C", "S", "H", "H", "H", "H", "C", "C", "H", "H", "H", "H"],
  "xyz": [[-1.73, -0.73, 0.48], [-3.26, -1.19, 1.33], [-0.84, -1.07, 1.03], [-1.71, 0.36, 0.49], [-1.65, -1.03, -0.57], [-3.74, 0.06, 1.36], [2.09, 1.14, -0.33], [2.13, -0.05, -0.90], [2.93, 1.67, 0.12], [1.37, 1.90, -0.62], [3.01, -0.68, -0.79], [1.40, -0.39, -1.61]]
}

***

The most stable arrangement is <b>, and the next structure is 0.0154 hartree less stable.

***

<a>
{
  "formula": "C8H7I",
  "method": "the ωB97M-V functional and the def2-TZVPD basis",
  "lumo_ev": 0.63,
  "homo_energy_ev": -8.29,
  "homo_lumo_gap_ev": 8.92,
  "symbols": ["C", "C", "C", "C", "C", "C", "C", "C", "I", "H", "H", "H", "H", "H", "H", "H"],
  "xyz": [[1.24, -0.30, -0.09], [0.28, -0.78, 0.72], [-1.05, 0.14, 0.45], [0.78, 0.84, -0.85], [-0.95, -0.94, 1.26], [-0.54, 1.14, -0.58], [1.69, 1.56, -1.76], [-1.81, -1.84, 2.04], [-1.83, 2.35, -1.67], [2.18, -0.63, -0.15], [2.52, 1.97, -1.11], [2.30, 0.76, -2.41], [1.24, 2.33, -2.33], [-1.33, -2.51, 2.85], [-2.70, -1.35, 2.32], [-2.03, -2.72, 1.31]]
}

***

<b>
{
  "formula": "C8H7I",
  "method": "the ωB97M-V functional and the def2-TZVPD basis",
  "lumo_ev": [-0.20, -0.20],
  "homo_energy_ev": [-8.03, -8.03],
  "homo_lumo_gap_ev": [7.83, 7.83],
  "symbols": ["C", "C", "C", "C", "C", "C", "C", "C", "I", "H", "H", "H", "H", "H", "H", "H"],
  "xyz": [[1.78, -3.37, 0.18], [2.72, -2.42, 0.24], [0.48, -3.31, -0.05], [0.11, -1.93, -0.41], [2.85, -1.18, 0.10], [0.65, -0.78, -0.50], [0.73, 1.30, 0.64], [0.71, 0.62, -0.66], [4.13, 0.44, 0.05], [-0.35, -4.03, -0.10], [-0.97, -2.13, -0.84], [1.62, 0.91, 1.22], [-0.17, 1.32, 1.25], [1.01, 2.41, 0.33], [1.67, 0.89, -1.25], [-0.10, 0.98, -1.32]]
}

***

The most stable arrangement is <a>, and the next structure is 0.1127 hartree less stable.

***

<a>
{
  "formula": "BrH2NOS",
  "method": "the ωB97M-V functional and the def2-TZVPD basis",
  "lumo_ev": [-1.02, -1.25],
  "homo_energy_ev": [-8.89, -10.91],
  "homo_lumo_gap_ev": [7.87, 9.66],
  "symbols": ["N", "O", "S", "Br", "H", "H"],
  "xyz": [[0.34, -0.51, -0.32], [-4.10, -2.25, -0.01], [-3.29, -1.05, 0.05], [-4.51, 0.69, 0.06], [1.28, -0.50, 0.16], [0.12, 0.18, -0.98]]
}

***

<b>
{
  "formula": "BrH2NOS",
  "method": "the ωB97M-V functional and the def2-TZVPD basis",
  "lumo_ev": -0.72,
  "homo_energy_ev": -10.65,
  "homo_lumo_gap_ev": 9.93,
  "symbols": ["N", "O", "S", "Br", "H", "H"],
  "xyz": [[0.32, -0.71, -0.48], [-0.87, 0.70, -2.15], [0.37, 0.47, -1.45], [-0.78, 0.86, 2.12], [1.23, -0.78, -0.03], [-0.26, -0.55, 1.98]]
}

***

The most stable arrangement is <b>, and the next structure is 0.0754 hartree less stable.

***

<a>
{
  "formula": "C3H9IN2",
  "method": "the ωB97M-V functional and the def2-TZVPD basis",
  "lumo_ev": [-2.24, -2.24],
  "homo_energy_ev": [-8.34, -8.34],
  "homo_lumo_gap_ev": [6.10, 6.09],
  "symbols": ["C", "C", "C", "N", "N", "I", "H", "H", "H", "H", "H", "H", "H", "H", "H"],
  "xyz": [[0.68, -0.03, 0.88], [-0.18, 1.92, -0.20], [-0.08, 0.39, -0.38], [-0.77, -2.82, -0.73], [-1.37, -0.26, -0.61], [-2.75, -0.13, 0.84], [-0.04, 0.30, 1.81], [0.82, -1.16, 0.79], [1.55, 0.44, 1.07], [-0.34, 2.37, -1.24], [0.73, 2.21, 0.15], [-0.92, 2.28, 0.41], [0.28, -0.06, -1.34], [-1.74, -2.76, -0.48], [-0.55, -2.97, -1.70]]
}

***

<b>
{
  "formula": "C3H9IN2",
  "method": "the ωB97M-V functional and the def2-TZVPD basis",
  "lumo_ev": -0.03,
  "homo_energy_ev": -8.83,
  "homo_lumo_gap_ev": 8.80,
  "symbols": ["C", "C", "C", "N", "N", "I", "H", "H", "H", "H", "H", "H", "H", "H", "H"],
  "xyz": [[1.24, -0.09, 1.10], [0.22, -1.13, -0.97], [-0.05, -0.54, 0.41], [-0.52, 1.92, -0.46], [-1.00, 0.53, 0.49], [-2.93, 0.06, -0.06], [1.00, 0.53, 1.95], [1.78, -0.97, 1.44], [1.86, 0.47, 0.41], [-0.70, -1.41, -1.46], [0.84, -2.02, -0.86], [0.75, -0.41, -1.59], [-0.53, -1.31, 1.04], [-0.86, 1.74, -1.40], [-1.09, 2.64, -0.03]]
}

***

The most stable arrangement is <b>, and the next structure is 0.1501 hartree less stable.

***

<a>
{
  "formula": "C5H6",
  "method": "the ωB97M-V functional and the def2-TZVPD basis",
  "lumo_ev": [-0.92, -0.92],
  "homo_energy_ev": [-8.09, -8.10],
  "homo_lumo_gap_ev": [7.18, 7.17],
  "symbols": ["C", "C", "C", "C", "C", "H", "H", "H", "H", "H", "H"],
  "xyz": [[2.60, -0.38, -0.18], [1.44, -0.61, -0.51], [0.19, -1.00, -0.91], [-1.00, -0.49, -0.22], [-0.98, 0.91, 0.42], [3.66, -0.32, -0.03], [-0.72, 1.66, -0.33], [-1.89, -0.63, -0.85], [-1.11, -1.27, 0.57], [-1.96, 1.16, 0.83], [-0.23, 0.97, 1.22]]
}

***

<b>
{
  "formula": "C5H6",
  "method": "the ωB97M-V functional and the def2-TZVPD basis",
  "lumo_ev": -0.29,
  "homo_energy_ev": -7.57,
  "homo_lumo_gap_ev": 7.28,
  "symbols": ["C", "C", "C", "C", "C", "H", "H", "H", "H", "H", "H"],
  "xyz": [[-0.92, 1.75, -1.22], [-0.61, 0.80, -0.39], [-0.88, -0.09, 0.66], [0.74, -0.30, -0.30], [0.42, -0.65, 1.12], [-0.56, 1.73, -2.25], [-1.79, -0.69, 0.66], [0.64, -1.12, -1.02], [1.60, 0.34, -0.50], [0.41, -1.71, 1.37], [0.95, -0.06, 1.88]]
}

***

The most stable arrangement is <a>, and the next structure is 0.0278 hartree less stable.

***

<a>
{
  "formula": "C5H6",
  "method": "the ωB97M-V functional and the def2-TZVPD basis",
  "lumo_ev": -0.20,
  "homo_energy_ev": -9.96,
  "homo_lumo_gap_ev": 9.76,
  "symbols": ["C", "C", "C", "C", "C", "H", "H", "H", "H", "H", "H"],
  "xyz": [[-1.25, 0.07, 0.48], [-2.34, 0.64, 0.81], [-0.67, -0.85, -0.54], [0.21, -0.29, 0.51], [1.10, 0.75, 0.00], [-1.01, -1.88, -0.58], [-0.52, -0.44, -1.55], [0.72, -1.14, 1.41], [0.49, 1.62, -0.13], [1.35, 0.37, -1.00], [1.93, 1.14, 0.59]]
}

***

<b>
{
  "formula": "C5H6",
  "method": "the ωB97M-V functional and the def2-TZVPD basis",
  "lumo_ev": 1.16,
  "homo_energy_ev": -9.88,
  "homo_lumo_gap_ev": 11.05,
  "symbols": ["C", "C", "C", "C", "C", "H", "H", "H", "H", "H", "H"],
  "xyz": [[-0.62, -0.83, 0.42], [-1.15, -0.09, -0.70], [1.41, 0.68, 0.30], [0.78, -0.33, 0.86], [-1.30, 0.67, -1.62], [-1.30, -0.73, 1.28], [-0.55, -1.89, 0.16], [2.38, 1.02, 0.61], [1.16, -0.86, 1.73], [0.91, 1.16, -0.59], [-1.71, 1.18, -2.45]]
}

***

The most stable arrangement is <b>, and the next structure is 0.1172 hartree less stable.